Entry from the Open Molecules 2025 dataset: C39H53FN9OS2Y as an isolated structure (the ωB97M-V functional and the def2-TZVPD basis).

Last column: Löwdin charge in e.
CARTESIAN COORDINATES (ANGSTROEM)
1 Y 0.3672 -0.8377 0.1572  1.291
2 C 2.2426 1.0834 3.9573  0.013
3 C 2.0486 0.4493 2.6164  -0.300
4 N 1.2241 -0.4863 2.3713  -0.024
5 C 0.3135 -1.0871 3.3352  -0.157
6 C 0.0131 -2.5628 2.9563  -0.153
7 N 0.2575 -2.8643 1.5297  -0.151
8 C -0.6107 -3.8876 0.8997  -0.152
9 C -1.0160 -3.5091 -0.5371  -0.179
10 N 0.1025 -2.8238 -1.2114  -0.156
11 C -0.1135 -2.4238 -2.6082  -0.205
12 C 0.9814 -1.4497 -3.1050  -0.192
13 N 1.5316 -0.6472 -2.0089  -0.005
14 C 2.5912 0.0491 -2.1258  -0.253
15 C 3.3710 0.2520 -3.3856  0.007
16 C 3.1163 0.7063 -0.8745  -0.196
17 C 4.2438 1.5205 -0.8575  0.017
18 C 4.6746 2.0283 0.3588  -0.005
19 C 3.9894 1.7148 1.5244  0.027
20 C 2.8692 0.8995 1.4318  -0.236
21 N 2.4677 0.4235 0.2525  0.032
22 H 1.2754 1.2594 4.4266  0.099
23 H 2.7650 2.0330 3.8932  0.082
24 H 2.8129 0.4209 4.6137  0.106
25 H -0.6165 -0.5153 3.2781  0.118
26 H 0.6905 -1.0299 4.3580  0.122
27 H -1.0347 -2.7574 3.1765  0.121
28 H 0.6069 -3.2299 3.5863  0.123
29 H 1.2223 -3.1639 1.4249  0.078
30 H -1.5186 -4.0062 1.4888  0.126
31 H -0.1016 -4.8549 0.8974  0.128
32 H -1.8563 -2.8116 -0.5137  0.112
33 H -1.3335 -4.4088 -1.0728  0.131
34 H 0.9567 -3.3688 -1.1205  0.104
35 H -1.0960 -1.9555 -2.6634  0.057
36 H -0.1426 -3.2878 -3.2795  0.132
37 H 0.5462 -0.7982 -3.8670  0.124
38 H 1.7828 -2.0131 -3.5833  0.106
39 H 2.9344 -0.2740 -4.2290  0.082
40 H 4.4032 -0.0782 -3.2577  0.094
41 H 3.3983 1.3163 -3.6290  0.107
42 H 4.7750 1.7611 -1.7666  0.121
43 H 5.5466 2.6673 0.4000  0.128
44 H 4.3270 2.1028 2.4739  0.121
45 S -0.0513 2.0791 0.5298  0.752
46 C -1.5984 2.4025 -0.0210  -0.672
47 N -2.5102 3.0587 0.6603  -0.081
48 C -3.7451 3.4986 0.0116  -0.075
49 C -3.4061 3.9022 -1.3982  -0.080
50 N -2.8241 2.7426 -2.0688  -0.089
51 C -3.3263 2.4580 -3.4203  -0.103
52 C -4.7990 2.1213 -3.3972  -0.228
53 C -5.6892 2.8456 -4.1785  -0.041
54 C -7.0454 2.5470 -4.1574  -0.063
55 C -7.5171 1.5292 -3.3453  -0.068
56 C -6.6314 0.8042 -2.5569  -0.065
57 C -5.2775 1.0953 -2.5837  -0.043
58 C -2.0225 1.9369 -1.3985  -0.659
59 S -1.5179 0.4447 -1.9450  0.779
60 C -2.4329 3.2769 2.1090  -0.101
61 C -3.4813 2.4244 2.7782  -0.222
62 C -3.4534 1.0446 2.5682  -0.039
63 C -4.4179 0.2435 3.1565  -0.065
64 C -5.4069 0.8088 3.9546  -0.072
65 C -5.4338 2.1784 4.1606  -0.066
66 C -4.4734 2.9878 3.5673  -0.038
67 H -4.1327 4.3448 0.5765  0.146
68 H -4.4887 2.6985 0.0310  0.148
69 H -2.7093 4.7431 -1.4204  0.149
70 H -4.3108 4.1753 -1.9375  0.139
71 H -2.7275 1.6488 -3.8323  0.087
72 H -3.1565 3.3552 -4.0177  0.137
73 H -5.3237 3.6454 -4.8123  0.117
74 H -7.7308 3.1147 -4.7720  0.112
75 H -8.5735 1.2983 -3.3251  0.111
76 H -6.9986 0.0067 -1.9248  0.109
77 H -4.5879 0.5200 -1.9769  0.098
78 H -2.5698 4.3395 2.3102  0.138
79 H -1.4339 2.9891 2.4227  0.077
80 H -2.6908 0.5976 1.9316  0.077
81 H -4.4039 -0.8255 2.9873  0.107
82 H -6.1595 0.1798 4.4110  0.109
83 H -6.2048 2.6203 4.7772  0.111
84 H -4.4979 4.0601 3.7244  0.116
85 C 4.0902 -2.0393 2.4870  -0.016
86 N 4.6832 -1.9613 1.1654  -0.060
87 C 6.1380 -1.8308 1.1717  -0.141
88 C 6.6483 -1.4876 -0.2086  -0.139
89 C 6.0921 -2.4962 -1.1862  -0.145
90 N 4.6343 -2.5268 -1.1021  -0.069
91 C 4.0052 -3.2997 -2.1571  -0.021
92 C 3.9666 -2.3491 0.0772  -0.452
93 O 2.7308 -2.5220 0.1464  -0.050
94 H 4.3106 -1.1257 3.0443  0.090
95 H 4.5052 -2.8846 3.0421  0.110
96 H 3.0163 -2.1537 2.4031  0.062
97 H 6.5930 -2.7597 1.5332  0.138
98 H 6.3929 -1.0468 1.8873  0.128
99 H 7.7370 -1.5087 -0.2213  0.130
100 H 6.3259 -0.4825 -0.4875  0.105
101 H 6.5020 -3.4935 -0.9875  0.139
102 H 6.3574 -2.2384 -2.2132  0.129
103 H 4.2350 -2.8553 -3.1273  0.094
104 H 2.9343 -3.3131 -2.0070  0.061
105 H 4.3759 -4.3286 -2.1583  0.108
106 F -1.5205 -0.7931 1.0092  -0.499

Atoms 1-3, force components in eV/Å:
Y -0.19 0.31 -0.22
C 0.00 -0.02 0.02
C 0.01 0.03 -0.01

## Properties
**2S+1**: 1
**HOMO energy**: -12.96 eV
**Net charge**: +2

=====

Entry from the Open Molecules 2025 dataset: C39H53FeN7O2Si as an isolated structure (the ωB97M-V functional and the def2-TZVPD basis).

Last column: Löwdin spin population.
CARTESIAN COORDINATES (ANGSTROEM)
1 Fe 0.3575 0.0781 0.6056  1.533
2 C -1.7640 0.0387 0.3367  -0.228
3 Si -2.3723 -0.2942 -1.3835  -0.033
4 C -0.9580 0.3185 -2.4693  0.001
5 N 0.3604 0.0229 -1.8425  -0.031
6 C 1.3513 1.0287 -2.3029  -0.002
7 C 1.6376 0.9441 -3.7989  -0.002
8 C 2.1353 -0.4617 -4.1948  0.000
9 C 2.1135 -1.4118 -2.9998  0.000
10 C 0.7825 -1.3587 -2.2597  -0.001
11 C -2.7761 -2.1203 -1.6032  0.000
12 C -2.4856 -2.8203 -2.7751  0.000
13 C -2.8716 -4.1445 -2.9433  0.000
14 C -3.5679 -4.7953 -1.9367  0.000
15 C -3.8831 -4.1149 -0.7680  0.000
16 C -3.4909 -2.7947 -0.6095  -0.001
17 C -3.9797 0.5908 -1.8696  -0.009
18 C -5.1489 -0.1502 -2.0741  -0.002
19 C -6.3473 0.4548 -2.4290  0.000
20 C -6.4127 1.8287 -2.5978  -0.002
21 C -5.2656 2.5878 -2.4174  0.000
22 C -4.0769 1.9703 -2.0618  -0.002
23 H -2.1569 -0.6758 1.0523  -0.014
24 H -1.9589 1.0472 0.7003  -0.007
25 H -1.0756 1.3985 -2.5946  0.000
26 H -1.0160 -0.0843 -3.4889  0.000
27 H 2.2722 0.8851 -1.7360  0.000
28 H 0.9628 2.0109 -2.0350  0.000
29 H 2.3674 1.7109 -4.0638  0.000
30 H 0.7287 1.1936 -4.3480  0.000
31 H 3.1470 -0.4136 -4.5989  0.000
32 H 1.5078 -0.8685 -4.9914  0.000
33 H 2.9342 -1.1847 -2.3197  0.000
34 H 2.2668 -2.4407 -3.3321  0.000
35 H 0.8144 -2.0077 -1.3860  -0.001
36 H 0.0165 -1.7625 -2.9218  0.000
37 H -1.9589 -2.3302 -3.5862  0.000
38 H -2.6345 -4.6641 -3.8630  0.000
39 H -3.8729 -5.8258 -2.0651  0.000
40 H -4.4385 -4.6135 0.0164  0.000
41 H -3.7520 -2.2799 0.3103  -0.001
42 H -5.1356 -1.2270 -1.9614  0.000
43 H -7.2298 -0.1542 -2.5776  0.000
44 H -7.3448 2.3031 -2.8758  0.000
45 H -5.2962 3.6609 -2.5595  0.000
46 H -3.2042 2.6001 -1.9531  0.000
47 C -1.2935 -1.4672 4.3102  0.000
48 C -0.8250 -0.5599 5.2492  0.001
49 C -0.0053 0.4670 4.8290  0.000
50 C 0.3105 0.5816 3.4784  -0.003
51 N -0.1912 -0.2730 2.5558  -0.030
52 C -0.9518 -1.2861 2.9880  0.000
53 C 1.2548 1.5607 2.9205  -0.012
54 C 1.9019 2.5468 3.6734  -0.005
55 C 2.8253 3.3751 3.0670  0.005
56 C 3.0946 3.2142 1.7063  -0.006
57 C 2.4416 2.2428 0.9683  -0.015
58 C 1.5002 1.3881 1.5571  -0.130
59 H -1.9116 -2.3070 4.5921  0.000
60 H -1.0781 -0.6685 6.2956  0.000
61 H 0.4050 1.1704 5.5377  0.000
62 H -1.2700 -2.0047 2.2473  0.000
63 H 1.6872 2.6667 4.7272  -0.001
64 H 3.3289 4.1432 3.6390  0.000
65 H 3.8160 3.8619 1.2221  -0.001
66 H 2.6557 2.1674 -0.0921  -0.001
67 C -1.4153 5.7771 -1.1487  0.000
68 N -0.6734 4.8056 -0.3685  0.000
69 C 0.1797 5.3086 0.6908  0.000
70 C -0.8488 3.4899 -0.5457  0.001
71 O -0.2851 2.6110 0.0937  0.009
72 H -2.1582 6.2884 -0.5329  0.000
73 H -1.9217 5.2786 -1.9733  0.000
74 H -0.7330 6.5213 -1.5609  0.000
75 H -0.4171 5.8453 1.4317  0.000
76 H 0.9220 5.9934 0.2774  0.000
77 H 0.6798 4.4712 1.1682  0.000
78 H -1.5705 3.2616 -1.3377  0.000
79 C 2.5356 -2.0428 3.5435  0.000
80 C 2.4311 -3.0675 2.4386  0.000
81 O 1.1907 -2.9234 1.7664  0.004
82 C 0.9831 -3.9773 0.8370  0.000
83 C -0.4416 -3.8881 0.3461  -0.001
84 H 3.5119 -2.1106 4.0252  0.000
85 H 1.7658 -2.2018 4.2995  0.000
86 H 2.4212 -1.0341 3.1448  0.000
87 H 2.4980 -4.0825 2.8493  0.000
88 H 3.2548 -2.9565 1.7197  0.000
89 H 1.1666 -4.9392 1.3300  0.000
90 H 1.7074 -3.8887 0.0152  0.000
91 H -1.1440 -4.1944 1.1219  0.000
92 H -0.6163 -4.5106 -0.5321  0.000
93 H -0.6767 -2.8590 0.0666  -0.001
94 N 6.6590 -0.7218 1.2793  0.000
95 C 5.3471 -0.4483 1.2540  0.000
96 N 4.8368 0.3409 2.2142  0.000
97 N 4.6388 -0.9963 0.2801  -0.003
98 C 3.3548 -0.7873 0.2440  -0.006
99 N 2.2124 -0.6376 0.1184  -0.003
100 H 7.2552 -0.4221 2.0281  0.000
101 H 7.0112 -1.3786 0.6052  0.000
102 H 5.4498 0.8456 2.8311  0.000
103 H 3.9131 0.7359 2.0812  0.000

Atoms 1-3, force components in eV/Å:
Fe -0.51 -0.04 -0.75
C 0.64 -0.03 0.28
Si -0.14 0.12 0.03

## Properties
**<S²>**: 1.136
**2S+1**: 2
**HOMO energy (alpha / beta)**: -10.80 / -10.45 eV
**Net charge**: +1